60
Properties=species:S:1:pos:R:3 method="wB97M-V/def2-TZVPD" spin_multiplicity=1 relative_energy_kj_mol=3.9 energy_ha=-1961.4993 smiles="COC(=O)c1ccc([C@@H](C(=O)NCc2ccccc2)N(Cc2cccs2)C(=O)c2cnccn2)cc1" orbital_gap_ev=9.15
C -6.87304 -1.26738 -0.29688
O -5.45835 -1.14998 -0.29271
C -4.78084 -2.27832 -0.03258
O -5.31954 -3.33339 0.19510
C -3.31095 -2.07734 -0.05182
C -2.73638 -0.83743 -0.31422
C -1.36173 -0.69642 -0.31294
C -0.53892 -1.78836 -0.05661
C 0.96746 -1.65416 -0.06136
C 1.35767 -0.66540 -1.18500
O 1.33634 -1.02095 -2.34404
N 1.61701 0.58067 -0.77170
C 1.95689 1.66292 -1.67144
C 1.01129 2.81089 -1.43545
C 1.42616 3.95896 -0.77637
C 0.52783 4.97933 -0.51358
C -0.79699 4.85297 -0.89252
C -1.21927 3.70845 -1.54861
C -0.31871 2.69583 -1.82279
N 1.50175 -1.31684 1.25340
C 0.63444 -0.87999 2.34187
C 0.30274 0.57529 2.29461
C -0.92103 1.16041 2.19220
C -0.86327 2.57273 2.19228
C 0.40352 3.04143 2.29904
S 1.55848 1.77259 2.41367
C 2.80750 -1.53683 1.55261
O 3.27042 -1.38439 2.66602
C 3.67176 -1.99914 0.41741
C 4.28359 -3.25222 0.44676
N 5.08082 -3.65276 -0.52781
C 5.29231 -2.81057 -1.52713
C 4.70761 -1.55048 -1.54718
N 3.90123 -1.14972 -0.57921
C -1.11755 -3.02989 0.19129
C -2.49039 -3.17426 0.19942
H -7.23017 -1.58830 0.68398
H -7.25966 -0.28136 -0.54120
H -7.19052 -2.00042 -1.04125
H -3.36951 0.01183 -0.51716
H -0.92805 0.27106 -0.51122
H 1.38299 -2.62619 -0.36287
H 1.71490 0.76810 0.21562
H 2.99364 1.97070 -1.50318
H 1.85665 1.26837 -2.68602
H 2.45832 4.05654 -0.47106
H 0.86254 5.87448 -0.00967
H -1.49853 5.64661 -0.68183
H -2.25111 3.60831 -1.85213
H -0.64078 1.80860 -2.34952
H -0.28926 -1.46345 2.33728
H 1.19383 -1.09669 3.26026
H -1.83717 0.60170 2.12446
H -1.72858 3.20500 2.11333
H 0.73904 4.05820 2.32230
H 4.12419 -3.94238 1.26336
H 5.94580 -3.15551 -2.31574
H 4.87803 -0.84421 -2.34685
H -0.48652 -3.88609 0.38076
H -2.94991 -4.13120 0.39461


58
Properties=species:S:1:pos:R:3 method="wB97M-V/def2-TZVPD" spin_multiplicity=2 relative_energy_kj_mol=0.0 energy_ha=-1792.5111 orbital_gap_ev="6.58 / 6.56" total_charge=+3
Re -0.20176 -0.11078 0.42769
C -2.77090 1.21296 0.86858
N -1.43287 1.28196 1.51513
C -1.58802 0.87249 2.96885
C 1.10701 0.80198 3.06845
C 1.64726 0.17292 4.33468
C 3.01792 -0.35988 4.08673
C 3.72734 0.42000 3.25812
C 3.14039 1.65597 2.68550
N 1.88710 1.91731 2.57126
C -0.86212 2.66324 1.40436
C -0.00980 2.79979 0.17221
C 0.36425 4.01475 -0.35803
C 1.26725 4.04931 -1.42014
C 1.76825 2.86202 -1.94528
C 1.33118 1.68344 -1.40088
N 0.46905 1.64379 -0.36483
C -3.13011 -0.22872 0.63624
C -4.43506 -0.66722 0.57928
C -4.68749 -2.00854 0.33081
C -3.61845 -2.87619 0.14657
C -2.33937 -2.38163 0.20890
N -2.08008 -1.07348 0.45053
H -2.71688 1.74294 -0.08741
H -3.52816 1.71532 1.47458
H -2.07468 -0.10513 2.96452
H -2.28894 1.58121 3.41597
H 1.72714 0.97146 5.08379
H 3.45276 -1.19908 4.61476
H 4.77488 0.23165 3.06448
H 3.83585 2.41336 2.33333
H -0.20725 2.84532 2.25636
H -1.66271 3.40512 1.42689
H -0.02760 4.93014 0.06526
H 1.57969 5.00003 -1.83326
H 2.47103 2.85727 -2.76613
H 1.67942 0.72708 -1.76918
H -5.24517 0.03400 0.72901
H -5.70531 -2.37421 0.28487
H -3.77657 -3.92770 -0.04728
H -1.48620 -3.02834 0.06623
S 0.04674 -2.04313 3.71892
C 0.24345 -0.43881 4.54859
C -0.28965 0.84504 3.76803
C 0.90794 -0.20180 1.97171
C 0.66192 -1.56007 2.19094
C 0.85588 -2.51379 1.08754
C 1.13580 -3.86238 1.22989
C 1.37760 -4.59742 0.07907
C 1.29435 -3.97506 -1.16515
C 0.94466 -2.64179 -1.23351
N 0.72866 -1.92165 -0.12096
H -0.10867 -0.58896 5.56611
H -0.28615 1.64510 4.50806
H 1.19895 -4.31428 2.21096
H 1.63494 -5.64618 0.14928
H 1.48682 -4.52165 -2.07781
H 0.82838 -2.13100 -2.18028


65
Properties=species:S:1:pos:R:3 method="wB97M-V/def2-TZVPD" spin_multiplicity=1 relative_energy_kj_mol=19.9 energy_ha=-3029.8013 orbital_gap_ev=5.72 total_charge=-1
Na -0.73936 -0.33646 0.04987
C -2.28994 0.27039 2.70644
C -0.86209 0.14438 3.16601
C -0.56157 0.01085 4.54310
C 0.74004 -0.09102 4.92037
C 1.76913 -0.03776 3.95209
C 3.13186 -0.10965 4.32190
C 4.08167 -0.02712 3.34449
C 3.71871 0.12907 1.99655
C 2.40427 0.20205 1.56395
S 2.03944 0.38346 -0.13028
C 1.39042 0.10568 2.59505
N 0.06976 0.16711 2.24542
H -2.95449 0.50393 3.53809
H -2.63481 -0.65794 2.24395
H -2.36489 1.06953 1.96476
H -1.36420 -0.01033 5.26894
H 1.00942 -0.20111 5.96546
H 3.39555 -0.22365 5.36662
H 5.13265 -0.07663 3.60563
H 4.49189 0.20152 1.24209
C -3.06123 3.34788 -2.59480
N -1.65287 3.06914 -2.44035
C -0.82865 2.57561 -3.43892
C 0.35704 2.28794 -2.86884
N 0.24934 2.61950 -1.53739
C -0.99538 3.05835 -1.25030
S -1.56816 3.47296 0.27986
H -3.22309 3.91810 -3.50935
H -3.38188 3.93174 -1.73445
H -3.62150 2.41270 -2.62342
H -1.16629 2.47411 -4.45411
H 1.26177 1.88363 -3.28404
H 0.88426 2.29352 -0.79601
O -2.56816 -1.64747 -0.08330
C -3.00731 -0.60719 -0.62704
O -2.33757 0.23286 -1.27436
C -4.47435 -0.27982 -0.42883
C -4.84668 1.04504 -0.21736
C -6.17790 1.37092 -0.01304
C -7.11655 0.35530 -0.05376
C -6.77538 -0.96979 -0.26019
C -5.43726 -1.28278 -0.42965
N -8.54193 0.69571 0.13670
O -9.34920 -0.21480 0.11830
O -8.81605 1.84283 0.43108
H -4.07765 1.80924 -0.20437
H -6.49251 2.38768 0.16984
H -7.54643 -1.72543 -0.27594
H -5.12167 -2.30966 -0.55706
N -0.94853 -7.34969 -0.72738
C 0.07592 -6.86834 -0.00184
S 1.09041 -7.85326 0.84309
C 0.21038 -5.38047 -0.04930
C 0.73106 -4.68273 1.02939
C 0.78264 -3.29842 0.96386
N 0.37261 -2.59899 -0.08929
C -0.10021 -3.27177 -1.13209
C -0.20014 -4.65296 -1.16214
H -1.12499 -8.33932 -0.68742
H -1.67628 -6.73830 -1.05690
H 1.07135 -5.21432 1.90691
H 1.17502 -2.71993 1.79368
H -0.42848 -2.67976 -1.97858
H -0.56833 -5.13704 -2.05751